Density functional theory data (wB97M-V/def2-TZVPD) for a cluster of 4 separate species, C3H12O4 in total.

```
19
Properties=species:S:1:pos:R:3:lowdin_charge:R:1
H 2.36698 1.57614 1.15324 0.053
H -1.34333 0.48115 -0.42817 0.109
C -1.27524 0.11461 0.62257 -0.195
H 0.91523 -0.62620 -0.41701 -0.019
H -0.89430 -1.83553 -0.23284 0.103
H 2.07849 -1.49940 -1.11712 0.033
H -1.78631 0.74771 1.37452 0.128
H 0.72978 1.39387 -2.92039 0.049
C -1.68770 -2.05039 1.72346 0.017
O 1.48266 -0.75714 -1.20234 -0.072
O 0.18071 0.26751 0.87389 -0.144
O 1.96990 2.24709 0.58891 -0.043
H 0.38489 1.12238 0.45821 0.048
H 2.64060 2.68154 0.06064 0.052
H -0.44460 0.67265 -2.56949 0.010
C -1.43351 -1.38148 0.60805 -0.168
H -1.66400 -3.12062 1.68900 0.047
O -0.24774 1.54589 -2.94325 -0.083
H -1.97251 -1.57976 2.67813 0.076
```

ΔE to the lowest compared entry with this formula, charge and spin = 148.3 kJ/mol
HOMO level = -10.17 eV
SMILES string = C=CCO.O.O.O
lowest unoccupied orbital energy = 0.6 eV
total energy = -422.40499 hartree
net charge = 0

=====

Density functional theory data (wB97M-V/def2-TZVPD) for a cluster of 4 separate species, C3H12O4 in total.

```
19
Properties=species:S:1:pos:R:3:lowdin_charge:R:1
H -2.42362 1.90778 -2.94716 0.034
H 3.12556 -0.31651 -1.41278 0.031
O -1.79389 1.17492 -2.99822 -0.078
C 0.30804 0.01958 0.01865 -0.266
C 0.58057 -2.39373 0.67311 -0.095
H -1.25915 -1.26049 0.59367 0.122
O -2.03257 2.28047 3.36807 -0.064
H 1.17346 -1.95173 1.46615 0.069
H -1.39151 2.23501 2.64412 0.028
C -0.32713 -1.33592 0.03332 -0.193
H 2.53612 1.13521 -1.47552 0.025
H -1.25713 1.20926 -2.19511 -0.020
O 0.04016 0.88926 -0.76771 0.032
H -2.27670 3.21277 3.38675 0.035
H 0.01651 -3.23220 1.07061 0.072
H 1.11376 0.21650 0.74586 0.125
H -0.63247 -1.57511 -0.98486 0.122
H 1.24801 -2.80710 -0.08147 0.073
O 3.25197 0.59204 -1.13749 -0.051
```

ΔE to the lowest compared entry with this formula, charge and spin = 53.9 kJ/mol
HOMO level = -10.54 eV
SMILES string = CCC=O.O.O.O
lowest unoccupied orbital energy = 0.5 eV
total energy = -422.44096 hartree
net charge = 0

=====

Density functional theory data (wB97M-V/def2-TZVPD) for a cluster of 4 separate species, C3H12O4 in total.

```
19
Properties=species:S:1:pos:R:3:lowdin_charge:R:1
H 0.11695 -1.93856 1.55092 0.061
O -0.34654 -1.53012 0.82177 -0.052
C 0.35464 1.11346 0.41786 -0.284
C -0.69451 0.41397 -1.85661 -0.084
H -1.37821 -0.10263 -1.17461 0.051
O -2.66412 0.26203 1.16220 -0.068
O 1.27624 0.81094 1.13979 0.031
H 1.91071 -0.64246 0.03259 0.014
H 0.15313 -1.83126 0.04480 0.033
H -0.49845 1.70282 0.82323 0.131
H -3.46500 -0.25872 1.27890 0.039
H -1.36548 1.03541 -2.44678 0.071
H 2.84117 -1.65864 -0.69539 0.062
H 0.40550 2.19788 -1.42010 0.124
O 1.92191 -1.38750 -0.59894 -0.065
H -1.99290 -0.35095 0.83959 -0.025
C 0.39062 1.16067 -1.06760 -0.207
H -0.27271 -0.33177 -2.53221 0.076
H 1.33493 0.73766 -1.41510 0.094
```

ΔE to the lowest compared entry with this formula, charge and spin = 51.9 kJ/mol
HOMO level = -9.96 eV
SMILES string = CCC=O.O.O.O
lowest unoccupied orbital energy = 0.6 eV
total energy = -422.44170 hartree
net charge = 0

=====

Density functional theory data (wB97M-V/def2-TZVPD) for a cluster of 4 separate species, C3H12O4 in total.

```
19
Properties=species:S:1:pos:R:3:lowdin_charge:R:1
H 0.54856 -0.59517 1.08511 0.086
C 2.60663 -0.82058 1.50351 0.017
O -2.23665 -0.96508 -3.04919 -0.053
H 1.34482 0.52159 -2.14480 0.079
H 2.67785 0.97434 -0.37152 0.105
O -0.41680 1.78046 1.96716 -0.051
H -1.09068 1.13685 1.73526 0.020
H -1.37326 -0.70468 -2.70075 0.027
H -3.19686 -0.27797 -0.33010 0.026
O 1.15109 0.00503 -1.35710 -0.078
C 1.55167 -0.23233 0.95748 -0.179
C 1.64783 0.71320 -0.21177 -0.259
H -2.67525 -1.30279 -2.25947 0.012
H -0.58043 2.19542 2.81970 0.045
O -2.82990 -0.52056 0.52278 -0.042
H -2.58881 -1.44961 0.53257 0.041
H 1.03451 1.57453 0.02754 0.094
H 2.45616 -1.49160 2.33697 0.052
H 3.59467 -0.58966 1.13895 0.057
```

ΔE to the lowest compared entry with this formula, charge and spin = 143.4 kJ/mol
HOMO level = -9.75 eV
SMILES string = C=CCO.O.O.O
lowest unoccupied orbital energy = 0.4 eV
total energy = -422.40687 hartree
net charge = 0

=====

Density functional theory data (wB97M-V/def2-TZVPD) for a cluster of 4 separate species, C3H12O4 in total.

```
19
Properties=species:S:1:pos:R:3:lowdin_charge:R:1
H -0.25173 -0.35699 -2.86108 0.083
H -0.50655 -1.59781 2.29765 0.114
H 3.11910 -1.40768 -4.74672 0.039
O 0.40908 -1.03863 -2.61595 -0.042
C 0.49852 -1.25198 2.05332 0.043
O -4.64055 2.30361 1.52625 -0.067
H 0.88056 -0.55193 -1.94346 0.005
H -5.16311 3.04734 1.80807 0.025
C 1.26554 0.64010 0.51539 0.269
C 0.55304 0.22061 1.62958 -0.299
H 1.20760 -1.28856 2.89620 0.125
H -4.89432 2.20785 0.59230 0.043
H 0.81615 1.49854 0.02497 0.125
O 2.67546 -0.87769 -4.07723 -0.081
O -0.32591 0.97832 2.19514 0.215
H 1.90857 -1.39013 -3.78269 -0.006
H -0.61857 0.62445 3.05732 0.180
H 0.90949 -1.92106 1.29625 0.105
H 2.15762 0.16164 0.13470 0.124
```

⟨S²⟩ = 0.754
ΔE to the lowest compared entry with this formula, charge and spin = 93.3 kJ/mol
HOMO level (spin up / spin down) = -13.44 / -13.44 eV
multiplicity = 2
lowest unoccupied orbital energy (spin up / spin down) = -4.8 / -8.2 eV
total energy = -422.09962 hartree
net charge = +1

=====

Density functional theory data (wB97M-V/def2-TZVPD) for an isolated molecule of C3H12O4Si2.

```
21
Properties=species:S:1:pos:R:3:lowdin_charge:R:1
H -2.30753 -3.22230 -0.33077 0.080
H 0.61215 0.96912 2.00151 0.025
Si 0.89354 0.34499 -0.27938 0.371
H -0.53158 1.90717 1.02753 0.030
C 0.48504 1.53440 1.09425 -0.153
H 2.63586 -1.30486 -0.64051 0.032
O -2.48166 -2.27418 -0.45701 -0.078
H -3.40199 0.22026 0.53655 0.072
C 2.59916 -0.27852 -0.35892 -0.147
C 0.30283 1.01615 -1.92738 -0.148
O -0.05709 -1.03588 -0.09477 -0.224
O -2.44196 0.27306 0.46073 -0.090
H 0.24222 2.10200 -1.88421 0.030
H 2.97509 -0.16964 0.66025 0.039
H -0.99765 -1.15521 2.56812 0.059
H 0.98755 0.70780 -2.71798 0.030
H 3.18770 0.31677 -1.02768 0.030
H 1.19255 2.35919 1.03381 0.037
H -0.67341 0.58277 -2.11995 0.027
Si -1.63330 -1.17976 0.42956 0.091
O -1.58752 -1.71333 2.02625 -0.114
```

ΔE to the lowest compared entry with this formula, charge and spin = 0.0 kJ/mol
HOMO level = -10.10 eV
SMILES string = C[Si](C)(C)O[Si](O)(O)O
lowest unoccupied orbital energy = 0.5 eV
total energy = -1001.73862 hartree
net charge = 0

=====

Density functional theory data (wB97M-V/def2-TZVPD) for a cluster of 2 separate species, C3H13BrSi3 in total.

```
20
Properties=species:S:1:pos:R:3:lowdin_charge:R:1
Si -0.32848 -1.80561 0.35412 0.565
H -4.30431 0.41708 -0.60193 -0.117
H 0.14166 0.76520 -1.89276 0.010
H 2.43493 1.81076 1.25289 0.019
Si 1.31456 -0.20414 0.13329 0.256
C 1.17411 0.55922 -1.62503 -0.240
Si -5.26335 -0.59633 -0.19799 0.148
H 3.82560 -0.43487 0.40905 0.021
H 1.27445 1.05602 2.33184 0.011
H 1.57805 -0.10743 -2.38156 0.018
H -1.23852 -1.19315 1.38164 -0.235
H -4.94980 -1.20295 1.08328 -0.115
C 3.00730 -1.11081 0.17792 -0.246
H -5.51001 -1.58226 -1.23772 -0.115
C 1.45843 1.33076 1.29401 -0.239
H 3.22264 -1.56334 -0.78710 0.019
H 1.71744 1.49644 -1.69241 0.024
Br -7.18586 0.45967 0.07551 0.194
H 0.71240 2.07637 1.02103 0.016
H 3.02473 -1.90670 0.92001 0.009
```

ΔE to the lowest compared entry with this formula, charge and spin = 138.5 kJ/mol
HOMO level = -8.25 eV
lowest unoccupied orbital energy = -1.4 eV
total energy = -3564.53464 hartree
net charge = 0

=====

> net charge of number 5 (C3H12O4)?

+1

=====

> The highest net charge belongs to which entry?

number 5

=====

> What is the ΔE to the lowest compared entry with this formula, charge and spin in the fifth record?

93.3 kJ/mol

=====

Please write out number 7 again, unchanged.
Density functional theory data (wB97M-V/def2-TZVPD) for a cluster of 2 separate species, C3H13BrSi3 in total.

```
20
Properties=species:S:1:pos:R:3:lowdin_charge:R:1
Si -0.32848 -1.80561 0.35412 0.565
H -4.30431 0.41708 -0.60193 -0.117
H 0.14166 0.76520 -1.89276 0.010
H 2.43493 1.81076 1.25289 0.019
Si 1.31456 -0.20414 0.13329 0.256
C 1.17411 0.55922 -1.62503 -0.240
Si -5.26335 -0.59633 -0.19799 0.148
H 3.82560 -0.43487 0.40905 0.021
H 1.27445 1.05602 2.33184 0.011
H 1.57805 -0.10743 -2.38156 0.018
H -1.23852 -1.19315 1.38164 -0.235
H -4.94980 -1.20295 1.08328 -0.115
C 3.00730 -1.11081 0.17792 -0.246
H -5.51001 -1.58226 -1.23772 -0.115
C 1.45843 1.33076 1.29401 -0.239
H 3.22264 -1.56334 -0.78710 0.019
H 1.71744 1.49644 -1.69241 0.024
Br -7.18586 0.45967 0.07551 0.194
H 0.71240 2.07637 1.02103 0.016
H 3.02473 -1.90670 0.92001 0.009
```

ΔE to the lowest compared entry with this formula, charge and spin = 138.5 kJ/mol
HOMO level = -8.25 eV
lowest unoccupied orbital energy = -1.4 eV
total energy = -3564.53464 hartree
net charge = 0